Entry 1:
93
Properties=species:S:1:pos:R:3 method="wB97M-V/def2-TZVPD" e_homo_ev=-12.683 charge=+1 de_lowest_kcal_mol=204.8 gap_ev=6.49
V 0.56367 -0.72936 0.73626
S -3.65485 1.74966 2.73143
S -1.44100 -3.44362 5.01786
S -3.49760 -3.61475 -1.34374
S -0.05427 -0.25535 -4.08362
S 5.60862 1.31007 -1.01315
S 0.77718 4.82395 -0.94501
O -4.69072 -3.14985 -0.59568
O -3.34661 -5.26873 -1.02367
O -2.80388 0.77723 2.07529
O -1.40846 0.26062 -4.79305
O -0.00217 -1.70188 -4.32928
O -0.92486 -3.30296 3.64093
O 0.88592 4.76806 -2.64285
O 0.29985 3.51064 -0.55016
O 5.59177 1.90150 -2.37110
O -3.05437 1.91967 4.22609
O -3.98253 3.07154 2.25484
O 1.22662 -2.16740 0.36552
O 0.05913 0.34487 -2.77807
O 4.37436 1.02927 -0.24534
O -2.18189 -2.94379 -1.25183
O -1.18112 -5.01002 5.60847
O 6.66229 0.05300 -0.88724
O 1.11871 -0.30856 2.09415
O 1.99811 5.35251 -0.34643
O -2.81920 -3.11336 5.33053
C -0.72437 -7.21763 5.13790
C -2.64115 1.96608 -3.69727
C -5.27858 0.86036 3.20676
C -4.01948 -3.74889 -3.20455
C 1.14397 0.42908 -5.25321
C -0.19971 -5.75260 5.02950
C -3.33920 4.33225 4.97082
C 6.48990 2.41740 0.18216
C -1.10477 -6.11676 -0.54746
C -0.63198 6.11454 -0.83100
C -0.25815 -2.57204 6.13603
C 1.66709 5.74611 -3.23142
C -1.68918 1.62433 -4.80694
C -2.21855 -5.88497 -1.62339
C 1.27900 5.78572 -4.77519
C 7.81962 0.19419 -1.68716
C 8.69949 -0.92021 -1.21676
C -3.73001 2.82460 5.06386
H -4.49266 -2.79599 -3.44159
H -3.33218 2.43680 6.00165
H 2.68919 5.45204 -2.99280
H 8.07663 -1.81143 -1.29339
H 2.08742 -0.03578 -4.96704
H 0.65199 -5.67027 5.70472
H -1.87118 -5.25861 -2.44503
H -1.49198 -6.96163 0.02207
H -2.89950 3.01507 -3.84213
H -4.67837 -4.60951 -3.31990
H -0.84687 6.35546 0.21010
H -3.91672 5.02527 5.58261
H 1.17993 1.51849 -5.25606
H -3.23660 -3.97569 -3.92826
H 1.59396 4.90229 -5.33055
H 0.64231 -3.18492 6.09561
H 7.62713 -0.03091 -2.73615
H -0.17019 -6.45398 -0.99572
H 0.20620 5.90839 -4.92400
H 6.40168 2.05060 1.20479
H 1.48528 6.72063 -2.77827
H 0.08042 -5.40859 4.03387
H -2.26940 1.92400 -5.67966
H 6.12990 3.44369 0.10979
H -0.10128 -1.55709 5.77085
H 0.13640 -7.87221 5.00114
H -5.93602 1.49899 3.79670
H 0.92161 0.07777 -6.26080
H 7.56861 2.45108 0.02934
H -5.08143 -0.14489 3.57919
H 1.79643 6.62192 -5.24543
H 8.25613 1.18702 -1.57825
H -0.91234 -5.22989 0.05630
H -0.79089 2.24160 -4.81931
H -1.55540 5.69976 -1.23516
H -2.23329 1.90948 -2.68804
H -0.30183 7.02471 -1.33170
H -4.81379 2.72003 5.01312
H -3.34358 4.79690 3.98482
H 8.98942 -0.88131 -0.16675
H -0.70825 -2.56400 7.12873
H -2.29150 4.44573 5.24930
H 9.55862 -1.05722 -1.87344
H -1.14730 -7.49391 6.10376
H -5.65557 0.66189 2.20347
H -2.46384 -6.80431 -2.15513
H -3.49859 1.29311 -3.69285
H -1.42523 -7.52534 4.36188


Entry 2:
260
Properties=species:S:1:pos:R:3 method="wB97M-V/def2-TZVPD" e_homo_ev="0.564 / -6.666" charge=-1 spin_multiplicity=2 de_lowest_kcal_mol=0.0 gap_ev="1.37 / 8.59"
O -5.38360 1.44101 -3.84165
O 2.84860 -7.47701 -2.91948
O 3.22600 -3.82884 3.89383
O 7.43104 -5.74206 -3.58236
O -2.41965 -2.64435 7.35539
O 3.88809 2.87482 2.00873
O -6.49212 0.44953 11.51525
O -1.51613 -0.14389 -6.31087
O 0.29610 5.44165 -7.77594
O -4.86845 -4.70295 -2.28279
O -1.04499 -1.03920 0.18473
O -1.65763 4.59869 -1.77121
O -5.76488 0.99934 0.61071
O 2.81003 6.01868 -3.60697
O 0.62215 -5.85221 -0.42386
O -4.78528 7.07548 -6.48053
O 0.63854 2.64512 4.94219
O 3.35227 0.28055 -1.61990
O 7.72110 -0.78663 3.38595
O 4.58012 -2.77603 -0.94877
N -0.09756 -2.80520 2.93479
N -4.89745 3.65546 -5.38872
N -4.89279 -1.05350 9.46779
N 4.78836 2.33858 -0.60346
N 2.66755 -7.74552 0.04780
N 7.37929 -3.97381 -1.41142
N -1.31522 3.08582 -8.07335
N -7.69433 -5.04817 -2.70619
N 5.54659 -1.70428 5.25729
N -6.13377 3.40167 2.01576
N 1.35757 4.12094 -2.58804
N 0.05554 6.28907 5.12811
C 3.54288 4.81917 -3.35526
C -1.02355 3.30800 -1.94191
C -5.40631 2.50875 -6.09828
C 3.69178 -3.37820 5.13703
C 0.53908 3.45233 -1.58907
C -1.50072 4.09306 -7.06112
C -3.67189 -4.50712 -1.51737
C -1.13233 -0.58362 -5.04344
C -4.45318 2.99814 3.65868
C -6.22902 -1.49984 9.91494
C 0.05104 1.43067 4.77160
C -1.48457 -2.18186 6.45646
C 8.67301 -5.43208 -2.90434
C 0.76440 6.78672 -7.91024
C 5.55823 3.13367 0.39020
C -5.27266 4.80391 -5.98691
C -6.98627 -3.82506 -3.11592
C -4.15532 1.35000 -3.16325
C -4.00182 -2.17431 9.11482
C -5.92027 -0.43076 0.20180
C 0.68979 -0.66489 2.19805
C 5.22291 2.48376 1.84391
C -5.79024 -3.69825 -2.18386
C -2.92794 4.86560 -2.44920
C -2.08797 -0.72253 -0.78978
C 5.70889 -2.59677 -0.05373
C -7.98751 -2.73947 -3.10209
C -4.64831 6.06587 -5.47781
C 0.51747 -6.76524 0.61485
C -0.94097 1.14790 -6.55011
C 2.71587 6.33728 -4.89938
C 2.79485 4.03172 -2.35170
C 4.21957 -1.98131 4.71385
C -0.39774 -4.89338 -0.48837
C 7.69338 -6.69241 -4.56012
C -7.11911 -0.35961 10.51670
C 5.50825 1.22478 -1.16457
C 4.52779 0.60239 -2.29017
C 3.23974 2.58587 3.24357
C -7.29245 1.44539 12.15531
C -6.18825 7.54982 -6.75780
C 9.08895 -0.76613 3.00763
C -1.55350 -1.31168 1.45735
C 2.61436 -5.09615 4.06742
C -0.54163 -1.49321 2.52899
C 5.97647 -0.33317 4.98783
C 1.95511 -7.02371 1.09935
C 3.23610 -3.10574 -0.37768
C -3.13951 -1.55169 8.05614
C 1.78460 5.15793 6.31434
C 7.49469 -0.20618 4.65144
C -4.86373 1.25762 1.69763
C 3.48547 -6.84156 -0.69512
C -5.26257 1.21591 -5.23377
C 2.05457 -6.44211 -3.41306
C 0.72007 5.00043 5.20531
C 2.30484 -0.32412 -2.40323
C -1.05252 5.47383 -7.52892
C 8.47414 -4.04615 -2.31904
C -4.85999 2.72744 2.19319
C -1.75894 1.73474 -7.68082
C 4.02695 -7.22973 -2.14691
C -0.14967 3.75213 5.36584
C 6.97685 -2.59816 -1.04404
H 6.93959 -1.88576 -1.86818
H 0.82320 6.93511 5.01225
H -3.43853 2.60279 3.70669
H -4.48589 -2.98131 8.56478
H 2.04603 -8.02542 -0.69749
H -0.12799 -3.43848 2.14857
H -6.12913 -2.18216 10.75908
H 2.90932 -5.56395 5.00671
H 3.14499 4.31274 -1.35845
H -1.41937 1.08413 -8.48673
H -2.79628 4.75267 -3.52530
H 0.46773 0.36009 1.90106
H -0.88396 1.79915 -5.67791
H 4.71665 -6.50617 -2.58150
H 3.76913 2.99052 4.10618
H 2.02265 -7.68975 1.95955
H -2.95819 -1.36638 -0.66226
H 5.77626 0.61802 -0.29963
H 5.88056 -3.46219 0.58634
H -4.35458 0.66343 -5.47547
H 5.07707 -0.23112 -2.72796
H 1.45554 -0.41979 -1.72674
H -6.80211 -0.55065 -0.42755
H 2.39677 4.28053 6.52295
H 2.25026 3.02636 3.12114
H 4.50197 -4.04041 5.44228
H -3.73273 2.32079 -3.42227
H 4.36296 1.27816 -3.12937
H 0.02597 -6.27874 1.45738
H -0.40860 -4.50219 -1.50569
H 0.61450 7.26358 -6.94162
H -3.15952 -5.46901 -1.53528
H 1.85319 6.74123 -7.88607
H -5.07095 4.80135 -7.05808
H 2.90067 -3.21234 5.86829
H -3.87037 0.96719 1.35563
H 1.53485 -4.97074 4.15126
H -1.98244 -2.13924 5.48774
H -1.65977 5.53199 -8.43224
H 4.35768 -2.12784 3.64261
H 8.80021 -6.12249 -2.07053
H -6.19726 -3.70992 -1.17278
H -2.26120 -2.14005 1.42478
H -1.12753 2.92880 -2.95851
H -6.35052 4.95986 -5.94215
H -6.13909 8.20458 -7.62784
H -1.54137 -1.56244 -4.79309
H 0.11546 1.02471 -6.78863
H -5.11839 2.44212 4.31932
H -1.71809 2.66279 -1.40392
H -5.03609 -0.62030 -0.40680
H -4.33120 1.33822 -2.08759
H -5.94974 -1.10127 1.06067
H 5.32166 4.19456 0.30863
H -3.77179 -1.11078 7.28547
H 6.39031 1.59156 -1.68947
H 3.21661 1.52226 3.48087
H 4.54444 5.11066 -3.03902
H 5.69095 0.31158 5.81901
H -7.63213 -1.81722 -3.56172
H -0.04600 -0.59917 -4.95549
H 3.23464 -3.89319 0.37598
H -2.83883 1.68228 -7.54224
H -4.19997 3.19409 1.46196
H 4.42468 -8.24354 -2.10109
H -1.58250 3.49015 -8.95946
H -0.83273 -3.04134 6.29989
H -8.02751 -0.76372 10.96348
H -6.70139 2.12588 12.76824
H 2.45687 -6.07645 1.29693
H 9.26203 -1.53523 2.25489
H 2.30144 -6.26562 -4.45997
H 0.61031 3.74745 -0.54221
H 2.84421 -2.17826 0.03980
H 1.10292 5.07507 -2.79990
H -5.36342 3.46965 -4.51212
H -1.79978 -0.67009 -1.83968
H -4.48318 -0.63587 10.29115
H 3.95711 1.89754 -0.23657
H -3.51778 0.48525 -3.34722
H -6.14725 0.59445 -5.37252
H 2.56766 -1.25005 -2.91477
H -3.57499 6.00109 -5.29925
H 2.23298 -5.45821 -2.97924
H -6.61386 -4.09857 -4.10314
H 6.79126 -6.94888 -5.11554
H 1.23400 4.83238 4.25888
H 5.50680 -1.65182 0.45058
H 0.87305 -2.76238 3.21080
H -7.91892 -5.48399 -3.58921
H 2.36929 6.07439 6.39402
H -4.40161 4.06782 3.86164
H 5.46596 0.14013 4.14910
H -6.64983 3.06622 1.21497
H -6.43250 2.68229 -6.42220
H -1.32113 -5.41808 -0.24308
H -0.88178 -1.35764 6.83776
H 4.37741 -6.66632 -0.09358
H 3.59279 6.23895 -5.53927
H 9.52269 -5.45075 -3.58683
H 0.98887 -6.64241 -3.30230
H -7.46027 0.29879 9.71782
H 9.39292 0.18391 2.56816
H -7.75584 1.98153 11.32711
H 8.24106 -6.29776 -5.41592
H -0.88844 3.81994 -6.20169
H -0.17049 -4.13509 0.26093
H -2.55204 4.00002 -6.78877
H 2.88163 -5.85625 3.33331
H 7.82274 -2.07757 -0.59508
H -6.65638 8.07792 -5.92710
H -2.53380 0.20128 -0.42110
H 3.53386 -1.16101 4.92604
H 8.11514 -0.62471 5.44390
H -4.90277 2.38561 -7.05713
H -5.20895 0.69845 2.56726
H -0.97978 -1.06330 3.42971
H 0.37240 7.30366 -8.78614
H -1.36469 6.21553 -6.79373
H 2.05338 0.55124 -3.00209
H -6.76415 -1.92232 9.06451
H 8.22449 -3.33176 -3.10351
H -3.06624 -3.63337 -1.75792
H -5.20695 6.30470 -4.57283
H 0.67800 0.58708 5.06037
H 7.69618 0.86211 4.57222
H 2.99776 2.96094 -2.37101
H -2.53282 -0.70506 8.37745
H 3.75869 4.22605 -4.24394
H -7.97904 1.22150 12.97175
H 2.87315 -5.96552 -0.90894
H 2.33035 7.35139 -4.79425
H 5.90985 2.80994 2.62480
H -8.81079 -3.07808 -3.73108
H -3.77210 4.21955 -2.20810
H 2.62021 -3.36746 -1.23808
H -5.35752 -2.71016 -2.34047
H -3.15234 5.92878 -2.36310
H -3.94031 -4.38296 -0.46825
H 9.42836 -3.81273 -1.84672
H -0.59713 6.36513 4.36107
H -3.68288 -2.61820 10.05788
H 6.29366 -2.33059 4.99322
H -2.21818 -0.48580 1.71075
H -0.57587 3.71466 6.36836
H -5.95944 4.38857 1.89038
H -1.05525 3.88840 4.77469
H 2.00609 5.62918 -5.32705
H 0.84609 2.40645 -1.59055
H -1.62359 -0.04294 -4.23447
H 1.24788 -0.97437 1.31438
H -6.88364 6.74672 -7.00185
H 8.12212 -7.63881 -4.23056
H 9.75471 -1.09982 3.80356
H -0.86756 1.38152 5.35629
H 5.24554 1.39511 1.89318
H 6.70749 -4.34458 -2.06817
H -0.09720 -7.64884 0.44298
H 1.22625 5.31172 7.23776
H -8.42116 -2.58099 -2.11471
H 1.38498 -0.61420 3.03604
H -0.34821 1.32425 3.76294
H -7.14735 -5.68497 -2.14459
H 6.63710 3.03917 0.26688


Entry 3:
29
Properties=species:S:1:pos:R:3 method="wB97M-V/def2-TZVPD" e_homo_ev=-7.092 charge=-1 de_lowest_kcal_mol=25.4 gap_ev=9.88
Cl -0.67520 0.91778 -0.94510
O 1.65222 2.25868 1.36971
O -0.08231 -0.09927 0.02346
O 2.74310 -0.57116 1.91372
O 2.57583 -0.56624 -1.06999
O -2.44143 0.21643 1.74905
O -0.25083 2.27591 -0.50321
O -0.12675 0.36231 2.82710
O -3.72334 -1.38314 -1.07662
O -1.15638 -2.36962 1.24041
O -0.25198 0.60373 -2.33431
O -2.16996 0.87385 -0.85827
O 1.24012 -0.87419 -4.02970
H 2.22783 -1.40844 1.96659
H -0.15649 0.98879 3.60447
H 1.65912 -0.61365 -0.88186
H 2.37005 2.60532 0.81463
H -0.85118 -2.66452 0.39522
H -3.15508 -0.61126 -1.11070
H 2.38628 -0.19752 1.10444
H 1.96979 -0.39653 -4.37915
H 2.55759 0.16534 -1.68426
H -3.31099 -1.84099 -1.78681
H 0.86954 2.33643 0.79075
H -1.52697 0.48466 1.93308
H -2.61284 0.59134 0.92209
H 0.70410 0.58420 2.39360
H 0.69680 -0.25748 -3.50835
H -1.16065 -1.41077 1.12001